Record 1
ORCA calculation (the ωB97M-V functional and the def2-TZVPD basis) on one molecule with the formula C20H28N4O4S.

Properties
Energy relative to the best compared isomer or geometry (same formula, charge and spin) (eV): 0.565
Electronic energy (Eh): -1697.1709
LUMO level (eV): 0.4
F_max (Eh/bohr): 0.0157
HOMO level (eV): -8.1
SMILES: CCCCn1c(N)c(N(Cc2ccccc2OC)C(=O)CCSC)c(=O)[nH]c1=O

```
57
C20H28N4O4S (the ωB97M-V functional and the def2-TZVPD basis)
C -0.4694 0.2147 5.0910
C 0.2933 0.8069 3.9131
C 1.5991 0.0569 3.6575
C 2.4611 0.7477 2.5970
N 1.7451 1.0139 1.3577
C 1.3309 -0.0001 0.5314
N 1.6434 -1.2828 0.8627
C 0.5662 0.2616 -0.5841
N 0.0327 -0.8375 -1.3012
C -1.1354 -1.4835 -0.6959
C -2.4016 -0.7866 -1.1183
C -3.1203 -1.2637 -2.2016
C -4.2613 -0.6173 -2.6441
C -4.6873 0.5238 -1.9937
C -3.9805 1.0212 -0.9119
C -2.8317 0.3787 -0.4687
O -2.0782 0.8089 0.5939
C -2.4134 2.0458 1.1759
C 0.3769 -1.1841 -2.5627
O -0.1425 -2.1224 -3.1375
C 1.4912 -0.3798 -3.2213
C 2.8544 -0.5372 -2.5550
S 3.1593 -2.2133 -1.8911
C 2.9498 -3.2124 -3.3872
C 0.2102 1.6030 -0.9460
O -0.4218 1.9652 -1.9170
N 0.7161 2.5518 -0.0495
C 1.4091 2.3381 1.1051
O 1.7288 3.2414 1.8446
H -1.4031 0.7490 5.2467
H -0.7007 -0.8324 4.9080
H 0.1201 0.2821 6.0026
H -0.3310 0.7478 3.0192
H 0.5114 1.8593 4.1057
H 1.3648 -0.9670 3.3621
H 2.1835 0.0161 4.5788
H 3.3624 0.1642 2.3821
H 2.7686 1.7289 2.9674
H 2.4510 -1.4389 1.4422
H 1.5470 -1.9435 0.1022
H -1.0176 -1.4479 0.3880
H -1.1509 -2.5185 -1.0444
H -2.7639 -2.1463 -2.7103
H -4.8080 -1.0004 -3.4919
H -5.5746 1.0423 -2.3259
H -4.3345 1.9168 -0.4270
H -1.6420 2.2521 1.9172
H -2.4186 2.8466 0.4304
H -3.3870 2.0045 1.6752
H 1.5436 -0.7292 -4.2544
H 1.2051 0.6728 -3.2329
H 2.9628 0.1199 -1.6928
H 3.6558 -0.3176 -3.2622
H 3.2469 -4.2233 -3.1278
H 3.5965 -2.8216 -4.1679
H 1.9065 -3.1932 -3.6884
H 0.4821 3.5188 -0.2449
```



Record 2
ORCA calculation (the ωB97M-V functional and the def2-TZVPD basis) on C20H28N5NiO10S as an isolated structure.

Properties
Total charge: +1
<S²>: 2.004
2S+1: 3
Energy relative to the best compared isomer or geometry (same formula, charge and spin) (eV): 0.000
Electronic energy (Eh): -3711.4165
LUMO level (alpha / beta) (eV): -2.7 / -2.7
F_max (Eh/bohr): 0.0053
HOMO level (alpha / beta) (eV): -12.0 / -12.0

```
65
C20H28N5NiO10S (the ωB97M-V functional and the def2-TZVPD basis)
Ni -1.6059 0.7089 0.2619
O -1.4268 -2.9937 2.3735
C -1.6572 -1.9352 1.6235
O -1.1306 -0.8519 1.8056
C -2.6651 -2.1929 0.5257
O -2.7176 -1.0233 -0.2330
C -3.9245 -0.7014 -0.9441
C -3.7899 0.7250 -1.5154
O -4.7613 1.1881 -2.0691
O -2.6422 1.2888 -1.3426
H -0.8000 -2.7603 3.0779
H -3.6293 -2.4384 0.9862
H -2.3520 -3.0563 -0.0684
H -4.7737 -0.7348 -0.2568
H -4.0864 -1.4128 -1.7540
C 0.7371 3.9687 2.0735
C -0.4216 3.3454 1.3494
O -0.3525 2.1709 0.9532
N -1.5063 4.1047 1.1794
C -2.7022 3.6766 0.4578
C -3.5861 2.7797 1.2886
C -4.7539 3.2666 1.8545
C -5.5404 2.4320 2.6299
C -5.1244 1.1264 2.8290
C -3.9519 0.7150 2.2267
N -3.1953 1.5069 1.4622
H 1.6354 3.3968 1.8625
H 0.5469 3.9373 3.1476
H 0.8847 5.0074 1.7821
H -1.4730 5.0470 1.5311
H -2.4239 3.1638 -0.4626
H -3.2523 4.5727 0.1810
H -5.0447 4.2927 1.6754
H -6.4592 2.7943 3.0707
H -5.6974 0.4357 3.4307
H -3.5991 -0.2987 2.3600
C 7.0382 -3.3992 -0.0186
C 5.5758 -3.0111 -0.1978
S 5.1791 -2.9758 -1.9354
O 5.9652 -1.9425 -2.5559
O 5.2066 -4.3245 -2.4243
C 3.4729 -2.4327 -1.9924
C 3.3582 -0.9221 -1.8552
N 1.9561 -0.4959 -1.7893
C 1.2601 -0.2608 -0.6564
N 0.0093 0.0845 -0.9284
C -0.1231 0.0860 -2.2895
C 1.0681 -0.2786 -2.8259
N 1.3711 -0.4350 -4.2214
O 2.4442 -0.9317 -4.5166
O 0.5205 -0.0680 -4.9981
C 1.8394 -0.3233 0.7126
H 7.2802 -3.4222 1.0427
H 7.6913 -2.6795 -0.5088
H 7.2273 -4.3855 -0.4386
H 5.3722 -2.0156 0.2025
H 4.9033 -3.7372 0.2610
H 2.9216 -2.9712 -1.2191
H 3.1181 -2.7608 -2.9697
H 3.8343 -0.4386 -2.7006
H 3.8438 -0.5630 -0.9508
H -1.0405 0.3523 -2.7833
H 2.8227 0.1441 0.7478
H 1.9431 -1.3535 1.0598
H 1.1835 0.2098 1.3963
```